Density functional theory data (ωB97M-V/def2-TZVPD) for a cluster of 11 separate species, C32H93N7O11 in total in a non-equilibrium geometry.

Structure (XYZ):
```
143
Properties=species:S:1:pos:R:3:forces:R:3:mulliken_charge:R:1
C -1.6443 0.4751 5.7926 -0.6 -1.2 1.2 -0.24
O -1.3636 0.4837 7.2458 -0.2 0.3 -1.7 -0.54
H -0.7293 0.2142 5.2608 0.1 0.8 0.1 -0.03
H -2.3123 -0.3522 5.5529 -0.1 -0.4 0.2 0.16
H -2.2335 1.3176 5.4307 0.8 0.5 0.1 0.38
H -2.1530 0.8350 7.6641 0.0 0.0 0.1 0.29
C -3.4315 2.5300 -1.8438 0.2 -1.4 -0.6 -0.26
O -3.0421 3.8143 -2.2129 0.0 1.0 -0.3 -0.46
H -3.1076 2.3489 -0.8189 -0.6 -0.2 0.0 -0.17
H -4.4538 2.2566 -2.1048 -0.5 0.6 0.8 0.43
H -2.9425 1.7943 -2.4823 0.7 -0.1 0.0 0.17
H -3.7800 4.2867 -2.6052 0.1 0.0 0.0 0.28
C 0.0842 -6.1374 0.8868 -0.7 0.1 0.5 -0.26
O 1.3920 -6.2879 1.4321 -0.2 0.1 -0.7 -0.56
H -0.1807 -5.1120 0.6288 0.4 0.1 0.0 -0.13
H -0.1108 -6.7528 0.0085 0.5 -0.2 0.0 0.35
H -0.6470 -6.4264 1.6416 -0.1 -0.2 0.1 0.20
H 1.6775 -5.4081 1.6891 0.1 0.1 0.2 0.35
C 5.0845 -2.8601 0.7814 -0.5 0.8 -0.4 -0.80
O 4.0134 -3.7530 1.0723 0.0 0.4 0.4 -0.34
H 4.8292 -1.8475 1.0939 -0.6 -0.1 0.5 0.24
H 6.0219 -3.0464 1.3054 0.0 -0.6 -0.3 0.30
H 5.1618 -2.6888 -0.2923 0.6 -0.6 -0.2 0.36
H 4.0044 -4.5327 0.5122 0.4 0.0 -0.1 0.26
C -2.0558 5.7105 1.1738 -1.2 0.6 -0.8 -1.40
C -2.0265 6.3020 -0.2498 1.4 1.6 0.3 0.97
C -1.7957 7.8657 -0.2176 0.6 -1.3 0.8 -0.94
O -1.7398 8.4478 -1.5105 -0.9 0.4 -0.3 -0.30
C -1.5248 9.8703 -1.5003 0.2 -0.3 1.0 -0.76
N -0.8686 5.7636 -0.9634 -0.5 0.1 -0.8 -0.74
H -2.6374 6.3827 1.8047 -0.1 -0.1 0.3 0.49
H -1.0848 5.5592 1.6453 0.1 0.0 -0.4 0.36
H -2.6118 4.7770 1.0873 0.2 -0.2 0.4 0.06
H -2.9186 6.1445 -0.8560 -0.5 -0.3 0.5 0.22
H -0.8415 7.9855 0.2955 0.5 0.1 -0.1 0.34
H -2.4980 8.2671 0.5129 -0.7 0.6 -0.6 0.40
H -2.2380 10.3589 -0.8364 0.1 -0.1 0.5 0.30
H -1.6553 10.4420 -2.4191 0.0 -1.1 -0.6 0.27
H -0.4994 10.0334 -1.1686 0.0 0.3 0.2 0.31
H -1.0567 6.1936 -1.8577 1.0 0.4 -0.7 0.34
H -1.0824 4.8119 -1.2254 0.0 -0.6 0.3 0.07
C 6.0036 4.1089 -5.8060 1.0 1.1 -0.1 -1.54
C 4.7451 3.4609 -5.3887 -1.4 -1.8 -1.1 0.85
C 3.6139 4.3997 -5.0801 -0.6 0.6 1.2 -0.89
O 2.3228 3.8042 -4.7572 1.5 -0.5 0.9 -0.35
C 2.3371 2.8619 -3.6319 -0.4 0.3 -1.4 -0.64
N 4.2738 2.6563 -6.5373 0.0 -0.1 0.0 -0.71
H 6.7525 3.3831 -6.1230 -0.1 -0.1 0.0 0.38
H 6.4699 4.6916 -5.0116 -0.1 0.1 0.1 0.38
H 5.8125 4.7813 -6.6423 0.0 0.0 -0.1 0.35
H 4.9205 2.8177 -4.5264 0.1 0.0 0.4 0.18
H 3.4223 5.1014 -5.8918 0.0 -0.3 -0.2 0.35
H 3.9500 4.9861 -4.2249 -0.2 0.3 0.3 0.37
H 1.2735 2.7283 -3.4342 0.1 -0.2 0.2 0.09
H 2.8470 3.1388 -2.7091 0.1 0.8 -0.1 0.41
H 2.7780 1.9153 -3.9442 -0.1 -0.2 -0.1 0.31
H 3.3927 2.2188 -6.3084 -0.2 0.0 0.0 0.21
H 4.9146 1.9105 -6.7683 0.2 -0.1 0.0 0.24
C 3.0873 -1.7060 5.4432 1.1 -0.6 0.4 -1.28
C 3.8000 -2.9560 4.7858 1.6 2.7 0.6 0.57
C 4.5161 -3.9511 5.7323 -1.5 1.1 0.0 -0.65
O 4.8789 -5.1266 5.0843 0.5 -1.1 0.4 -0.29
C 5.6488 -5.9475 6.0144 -0.5 1.1 -1.1 -0.78
N 2.8069 -3.4122 3.9243 -1.3 -2.4 -1.0 -0.37
H 3.6743 -0.9070 5.8963 0.6 -0.5 0.5 0.43
H 2.4172 -2.1456 6.1820 -0.4 0.5 -0.1 0.31
H 2.5820 -1.1205 4.6752 -0.4 -0.5 -0.1 0.19
H 4.6563 -2.6187 4.2018 0.4 0.6 -0.3 0.10
H 3.8463 -4.1306 6.5733 -0.1 -0.4 0.4 0.36
H 5.4037 -3.4421 6.1080 0.2 0.2 0.2 0.35
H 5.1457 -5.9048 6.9803 0.0 -0.5 0.1 0.31
H 6.6371 -5.4997 6.1187 0.2 0.0 0.1 0.32
H 5.7663 -6.9423 5.5845 -0.3 0.1 0.2 0.23
H 3.2286 -4.0274 3.2432 -0.3 -0.2 -0.2 0.09
H 2.3330 -2.6677 3.4331 0.4 -0.3 0.1 0.04
C -0.9943 -0.6605 -8.1703 0.9 -2.1 1.0 -1.26
C -1.0306 0.6799 -7.5218 0.3 -0.5 -0.9 0.21
C 0.1887 1.0813 -6.6137 -1.4 -0.8 0.4 -0.39
O 0.6435 0.1379 -5.6570 1.2 -1.8 -0.9 -0.45
C -0.2716 -0.4068 -4.7202 0.1 2.2 0.1 -0.55
N -1.1198 1.4972 -8.7056 -0.8 2.2 -0.2 -0.72
H -0.8152 -1.4080 -7.3975 0.6 -0.4 -0.1 0.31
H -0.2109 -0.6820 -8.9278 0.0 -0.4 0.0 0.31
H -1.9535 -0.9930 -8.5672 0.0 0.6 -0.4 0.35
H -2.0171 0.6086 -7.0638 0.1 1.1 0.7 0.34
H -0.0981 1.9812 -6.0696 0.1 0.5 -0.1 0.34
H 1.0543 1.2650 -7.2501 -0.1 0.1 0.0 0.24
H 0.1260 -1.1298 -4.0080 0.6 -0.3 -0.8 0.25
H -1.1843 -0.7772 -5.1869 -0.1 0.1 0.2 0.30
H -0.3733 0.4969 -4.1193 -1.5 -0.1 0.8 0.19
H -0.2662 1.5824 -9.2387 0.3 -0.5 0.1 0.25
H -1.3607 2.4573 -8.5045 -0.2 0.3 0.1 0.25
C -3.9302 -5.4187 2.1265 0.1 -0.6 -0.9 -1.13
C -4.2013 -5.1287 3.5720 0.6 2.3 -0.4 0.12
C -2.8585 -4.7192 4.3666 -2.1 0.9 1.0 -0.68
O -2.3912 -3.3648 4.1903 1.3 0.0 -0.3 -0.07
C -1.1672 -3.1349 4.9798 -0.9 0.4 -0.7 -0.52
N -5.1777 -3.9642 3.4854 0.7 -1.3 0.5 -0.70
H -4.8404 -5.6259 1.5636 -0.3 0.3 0.2 0.37
H -3.3235 -6.2974 1.9076 0.5 0.1 0.4 0.39
H -3.4747 -4.5170 1.7173 0.2 -0.1 -0.3 -0.01
H -4.6955 -5.9573 4.0793 0.2 0.1 0.2 0.50
H -2.0476 -5.4440 4.2952 -0.1 -0.1 -0.1 0.37
H -3.2777 -4.6126 5.3671 0.4 -1.0 0.7 0.35
H -0.7543 -2.1420 4.8014 -0.2 0.0 -1.1 -0.34
H -0.4243 -3.8955 4.7396 0.0 0.0 0.2 0.45
H -1.3202 -2.9782 6.0476 -0.6 -1.1 0.3 0.35
H -5.5271 -3.7129 4.3991 0.0 0.0 0.2 0.29
H -4.6410 -3.1752 3.1544 0.1 0.2 -0.1 0.14
C -4.3340 1.1189 1.4114 -1.4 0.1 0.4 -1.44
C -3.6214 -0.2199 1.6480 0.5 0.1 -2.4 1.05
C -3.3462 -0.8964 0.2401 -0.3 2.1 0.3 -0.65
O -3.2810 -2.2480 0.2831 0.5 -2.6 0.2 -0.09
C -3.1005 -2.8685 -1.0230 -1.0 1.5 1.6 -0.81
N -2.3545 0.0597 2.2442 0.7 0.2 1.6 -0.34
H -5.1065 1.0638 0.6444 0.2 -0.3 -0.3 0.43
H -3.7423 2.0049 1.1813 0.6 -0.4 -0.1 0.09
H -4.9318 1.4376 2.2653 0.3 -0.2 0.5 0.42
H -4.2184 -0.9091 2.2452 0.0 0.1 0.1 -0.20
H -2.3923 -0.4954 -0.1025 0.5 0.3 -0.1 0.21
H -4.0559 -0.5181 -0.4958 -0.7 -0.2 -0.3 0.47
H -3.9487 -2.4191 -1.5394 0.1 -0.6 -1.0 0.42
H -3.1905 -3.9453 -0.8799 0.1 0.2 -0.2 0.21
H -2.1651 -2.5329 -1.4708 0.2 -0.2 -0.1 0.17
H -1.7345 -0.7376 2.2498 -0.3 -0.2 0.2 -0.37
H -1.8551 0.7712 1.7298 0.0 0.1 -0.1 0.33
C 1.0797 -1.0522 2.4150 -0.5 0.0 -1.5 -1.47
C 0.4740 -1.3931 1.0228 1.4 0.9 1.1 1.09
C 0.7093 -0.2683 -0.0585 -1.8 -1.2 0.2 -0.99
O 0.0052 0.8416 0.3588 -1.3 1.3 1.2 -0.30
C -0.2074 1.8941 -0.5824 2.0 -0.5 0.9 -0.53
N 0.9479 -2.7340 0.6618 -0.5 0.9 -0.7 0.02
H 0.7471 -1.9071 3.0037 0.1 0.5 0.6 0.17
H 0.7730 -0.0686 2.7707 -0.3 -0.2 0.2 0.40
H 2.1661 -1.0207 2.3321 0.1 -0.1 0.0 0.67
H -0.5965 -1.5375 1.1687 0.0 0.4 -0.4 -0.65
H 0.0840 -0.5706 -0.8985 0.8 -0.8 -1.0 0.29
H 1.7303 0.0085 -0.3214 0.4 -0.5 0.0 0.49
H 0.8044 2.2687 -0.7379 0.0 0.9 -0.2 0.42
H -0.8096 2.6246 -0.0422 -0.1 0.0 -0.6 0.11
H -0.5122 1.5920 -1.5844 -0.8 -0.3 0.2 0.26
H 0.5154 -2.7921 -0.2491 0.1 -1.1 -0.5 0.34
H 1.9429 -2.7191 0.4894 0.5 -0.1 0.1 0.02
```
Forces are in eV/Å.

ΔE to the lowest compared entry with this formula, charge and spin = 145.4 kcal/mol
Net charge = 0
HOMO-LUMO gap = 8.76 eV
Total energy = -67635.3404 eV
Lowest unoccupied orbital energy = 0.3 eV
SMILES = COC[C@H](C)N.COC[C@H](C)N.COC[C@H](C)N.COC[C@H](C)N.COC[C@H](C)N.COC[C@H](C)N.COC[C@H](C)N.CO.CO.CO.CO